Entry 1:
This record from the Open Molecules 2025 dataset describes a molecular structure, C49H49F6N5O7PSSbY. The level of theory is ωB97M-V/def2-TZVPD.

```
120
Properties=species:S:1:pos:R:3:forces:R:3:lowdin_charge:R:1
C -3.273305 0.538068 1.465308 0.21 0.09 0.07 -0.373
H 3.282298 3.764086 -3.183459 0.00 0.00 0.01 0.119
H 0.412272 -1.740631 4.921134 0.01 -0.02 0.03 0.119
C -5.209532 0.768501 2.873303 -0.05 0.01 -0.04 -0.064
H -3.870565 -3.820040 -1.255904 0.00 0.01 0.00 0.122
H 2.713424 0.165575 5.291577 -0.03 -0.01 0.01 0.079
C -2.718575 -4.867114 1.981610 0.01 -0.02 -0.01 -0.074
C -4.648309 1.110662 -3.399701 -0.02 -0.02 0.00 -0.071
C 2.332482 3.347931 -5.060402 0.00 -0.03 -0.03 -0.077
N 2.636125 -1.615805 0.480610 -0.14 0.17 -0.03 0.123
C 2.130855 0.601162 4.477432 0.10 0.03 -0.01 -0.182
H -4.851748 1.553121 4.838507 0.00 0.00 0.00 0.112
F -0.176711 -3.279227 -4.114432 0.10 0.14 -0.08 0.156
C -0.285970 3.530527 3.218809 0.06 0.03 -0.11 -0.187
C 3.147289 1.656360 -3.555627 0.06 0.03 -0.01 -0.197
C 4.761172 -2.626594 0.040384 -0.01 0.01 -0.01 0.047
Sb 1.917265 1.882480 1.686383 0.07 0.14 0.02 1.421
F -1.645620 2.226162 -3.159853 -0.01 0.04 -0.03 0.150
N 0.251995 -1.613032 1.951976 -0.13 0.25 -0.10 0.130
N 3.264840 0.399525 -1.356768 -0.30 -0.12 0.02 0.149
O 0.925337 4.103086 -1.204201 0.08 -0.11 0.07 -0.259
C -0.633712 -4.784800 -1.237239 0.03 -0.01 0.04 -0.055
Y 0.526027 -0.264768 -0.484358 0.47 -0.27 -0.20 1.421
P -2.473372 0.076111 -0.095237 0.14 -0.01 -0.28 1.043
F 1.722870 -2.430404 -4.743972 -0.16 0.00 0.02 0.158
C 2.952664 2.993593 -3.870734 0.01 -0.01 0.01 -0.033
N -2.989556 -1.522682 -0.391011 0.02 0.05 0.00 -0.092
H 1.013061 4.364563 1.711197 0.00 0.01 0.00 0.051
C 3.786550 -1.664561 -0.194488 -0.01 -0.12 0.03 -0.160
C -2.794747 -3.781588 -1.146740 -0.01 -0.01 0.00 -0.009
C 4.083239 4.104927 1.411258 -0.02 -0.05 -0.04 -0.167
O -0.872491 2.734118 -0.218323 0.06 0.02 -0.11 -0.359
H 3.621240 2.005310 3.769075 0.00 0.01 -0.03 0.049
C -2.188122 -2.594637 -0.707574 0.19 0.01 -0.05 -0.370
H -2.425547 1.845358 4.480318 -0.02 -0.01 -0.02 0.105
H 6.141730 1.037780 -2.546334 0.01 -0.03 0.03 0.135
O 5.206327 -0.653902 -1.811271 -0.02 -0.05 0.04 0.026
H 3.334539 4.893346 1.466920 0.00 0.01 0.01 0.064
C 3.031709 1.170657 3.386866 -0.05 0.06 -0.06 -0.423
C -2.012828 -4.872654 -1.421560 -0.02 -0.02 0.02 -0.050
H 5.190382 0.106862 -3.728029 0.01 -0.01 0.01 0.129
H -1.051515 3.292114 2.479669 0.04 0.04 0.06 0.044
C -4.406605 1.268841 3.894044 0.02 0.01 0.01 -0.061
C 2.708219 0.675098 -4.436350 -0.04 -0.02 -0.06 -0.040
C 3.946387 1.280309 -2.335598 0.11 0.08 -0.06 -0.219
C -0.750822 -1.801953 3.040188 -0.02 -0.04 0.10 -0.214
H 1.829903 4.046695 3.238909 0.00 -0.01 0.01 0.056
H -0.654883 -4.315166 1.974257 0.02 -0.01 -0.02 0.118
C 4.032893 -0.585860 -1.166209 0.15 0.04 -0.02 -0.340
H -5.275518 -2.875226 2.956280 -0.01 0.00 0.00 0.109
C 2.476159 -2.483449 1.480604 0.15 0.01 0.02 -0.185
C -3.207375 -2.316539 2.949566 0.01 0.00 0.05 -0.034
C -1.905947 -2.704180 2.664471 0.03 0.01 -0.02 -0.188
H -3.768867 2.683506 0.013849 -0.01 0.02 -0.03 0.112
C -2.478862 1.053744 2.482697 -0.11 -0.01 -0.13 -0.142
H -5.216243 3.896009 -1.564140 0.00 0.00 0.00 0.113
C -4.834927 2.918594 -1.828604 0.02 0.06 -0.02 -0.066
C -5.152130 2.356866 -3.057133 0.00 -0.02 0.00 -0.068
C 0.083048 -2.450719 4.165192 -0.06 0.09 -0.05 -0.048
C 4.552643 -3.556955 1.041739 -0.04 0.01 0.01 0.003
H 1.732964 0.256660 -6.298054 0.00 0.00 0.00 0.105
C 1.260625 -2.308170 2.287249 -0.08 -0.13 0.17 -0.360
H -3.978050 -1.704552 -0.479131 -0.05 0.01 -0.02 0.112
H 4.411195 3.874040 2.426346 0.01 0.02 0.01 0.062
H 4.327825 2.121111 0.568865 -0.01 -0.04 -0.03 0.046
H -2.465431 -5.792591 -1.768200 0.00 0.00 0.00 0.120
C -3.525296 0.977923 -1.273222 -0.04 -0.06 -0.03 -0.361
H -2.522262 -5.865744 1.613360 0.00 0.00 0.00 0.112
H 0.021487 -5.620865 -1.432655 0.01 0.01 0.00 0.113
O 1.259018 -2.934427 3.471651 0.04 0.02 -0.06 0.024
O 0.748111 1.706488 -1.667424 -0.14 -0.11 0.16 -0.454
H -3.423436 -0.537829 -2.798227 0.01 -0.04 0.00 0.103
H 4.942475 4.511606 0.874366 0.01 0.00 0.02 0.075
C 3.398692 -3.467108 1.801971 0.03 0.01 0.02 0.039
C -4.023118 -4.467384 2.248078 0.00 0.04 -0.01 -0.073
H 2.888395 -0.369587 -4.209187 -0.01 -0.01 0.00 0.107
C 5.221212 0.482410 -2.707201 -0.08 0.10 -0.02 -0.034
H 3.206625 -4.130899 2.631738 0.00 0.00 0.00 0.130
C 2.073212 1.026227 -5.617706 0.00 -0.03 0.03 -0.057
C -0.994313 3.323257 -2.787259 0.07 -0.06 0.03 -0.661
H 5.288955 -4.321832 1.246728 0.00 0.00 0.00 0.126
C -4.021238 2.235928 -0.939412 0.04 0.01 -0.02 -0.101
N -0.858436 -2.477958 -0.597421 -0.08 0.04 -0.06 0.035
C -3.835729 0.421424 -2.512619 0.03 0.01 0.05 -0.098
H 5.663202 -2.620034 -0.552543 0.00 0.01 0.00 0.131
O 1.480839 -1.604108 -2.184552 -0.09 0.03 0.02 -0.083
F -0.133890 -1.436745 -5.262806 0.05 -0.08 0.08 0.174
C 1.890766 2.366120 -5.933941 0.00 0.04 0.03 -0.070
H 2.184488 4.393005 -5.298398 0.01 0.00 0.00 0.112
H -1.137649 -0.830716 3.342326 0.02 -0.04 0.02 0.118
F -1.867688 4.278453 -2.484104 -0.11 0.01 0.10 0.154
H 1.406514 2.642621 -6.861098 0.00 0.00 0.00 0.109
H 0.952385 -3.459298 -0.728615 0.00 0.00 -0.01 0.102
C 0.493666 -2.124760 -4.312961 -0.03 -0.05 -0.01 -0.542
C -0.117791 -3.577786 -0.838419 -0.04 -0.05 0.04 -0.153
S 0.056128 2.969171 -1.313349 -0.26 0.16 0.30 0.476
F -0.252476 3.743606 -3.801358 0.11 0.00 -0.08 0.158
H -0.291256 2.759038 3.993130 0.00 0.00 -0.01 0.046
H 1.494595 1.377184 4.905738 -0.02 0.00 0.02 0.065
C 0.527367 -1.364939 -2.969776 -0.17 -0.08 -0.08 -0.566
C -1.667593 -3.989754 2.183145 -0.03 0.03 0.02 -0.044
C -3.043534 1.425729 3.696125 0.00 0.00 0.04 -0.071
H -4.844035 -5.154599 2.089925 0.00 0.00 0.00 0.108
C -4.264689 -3.191020 2.731528 -0.01 -0.02 0.00 -0.061
H -4.882648 0.674432 -4.361781 0.00 0.00 0.00 0.110
H -5.283275 0.067682 0.851161 -0.01 -0.01 0.02 0.117
C 3.546195 2.873287 0.691397 -0.05 -0.03 0.08 -0.430
H -0.416739 -3.292985 4.633545 0.04 -0.03 -0.02 0.140
H -5.787969 2.893225 -3.749037 0.00 0.00 0.00 0.109
H -0.569247 4.471416 3.694187 -0.01 0.00 0.01 0.080
H -3.401357 -1.329938 3.354382 0.02 -0.08 0.01 0.093
H 3.739510 0.423197 3.020071 -0.03 -0.04 0.00 0.044
H 1.478391 -0.174970 4.076735 -0.01 0.02 0.00 0.021
C 1.075643 3.666753 2.547921 -0.03 -0.08 -0.02 -0.405
H -6.276818 0.672471 3.024270 0.00 -0.01 0.00 0.113
H -1.416874 1.182470 2.303550 -0.01 -0.01 0.04 0.067
H 4.217067 2.194992 -1.809993 -0.02 0.01 0.01 0.121
C -4.648806 0.419442 1.657102 0.01 -0.02 0.03 -0.092
O -0.437554 -0.637339 -2.680212 -0.05 0.07 0.07 -0.034
H 3.161094 3.127406 -0.294752 0.01 0.05 0.01 0.018
```
Forces are in eV/Å.

LUMO (eV): -3.151
Charge: +1
Orbital gap (eV): 7.80
Energy above the lowest of the compared OMol25 structures with the same formula, charge and spin (eV): 0.000
HOMO (eV): -10.952
E_tot (eV): -117403.885

Entry 2:
This record from the Open Molecules 2025 dataset describes a molecular structure, C49H50BFIN8S2V. The level of theory is ωB97M-V/def2-TZVPD.

```
113
Properties=species:S:1:pos:R:3:forces:R:3:lowdin_charge:R:1
C 1.800523 -5.952606 -1.085740 -0.04 0.07 0.01 -0.032
N 1.386178 -2.312705 -1.233427 0.01 0.01 -0.08 0.098
H 1.423705 2.015565 -1.565488 0.01 -0.06 0.03 0.040
H -3.117045 -5.781281 -3.562371 -0.01 -0.01 0.01 0.076
H -3.716700 4.139985 -3.509037 0.00 0.00 0.01 0.064
H 1.875635 5.487072 0.697104 -0.03 0.01 0.02 0.116
C -1.135180 -1.887983 2.071179 -0.01 -0.04 -0.11 -0.330
C 0.857945 0.218673 -2.606565 0.41 0.19 -0.30 -0.297
H 4.770748 -0.248942 6.950897 0.01 0.01 -0.01 0.092
H 1.150169 -6.341453 -1.871654 0.01 0.00 0.01 0.073
C 3.112849 -3.739389 -1.390880 0.06 0.06 -0.01 0.005
C 3.899089 1.319766 5.769174 0.01 0.00 -0.03 -0.090
H 2.776466 -6.425946 -1.182527 0.01 -0.02 0.01 0.074
H 1.368204 -6.244672 -0.126741 0.01 0.01 -0.01 0.075
C -2.131062 -4.029708 -2.905632 -0.03 0.04 -0.04 -0.269
H -0.691195 -5.095358 -0.864887 -0.01 0.05 0.01 0.107
H -4.876006 -1.817261 0.285883 0.01 0.00 -0.01 0.101
C -5.384101 -0.077993 -0.835140 -0.01 0.01 -0.03 -0.064
C 2.785927 1.077731 -4.471650 -0.06 -0.05 0.02 -0.299
C 4.697358 0.201828 5.968750 0.02 0.00 -0.05 -0.108
N 0.945722 -3.593800 -1.113304 -0.07 -0.06 0.15 0.026
C 5.271052 0.217745 3.631837 0.02 -0.02 -0.01 -0.055
H -1.668625 -0.783050 -5.358914 0.00 0.02 0.00 0.087
C -0.429852 4.428537 0.596972 0.05 -0.06 -0.01 -0.171
H -2.480965 -5.690447 2.350311 0.00 -0.01 0.01 0.075
H -2.522616 -1.625350 -0.141993 -0.06 -0.10 -0.06 0.058
H 5.092236 2.819169 2.035695 0.08 0.01 -0.07 0.121
C -3.468200 1.163390 -1.803949 -0.07 0.10 0.08 -0.214
H -2.935604 -5.695848 -1.804536 0.00 0.01 -0.01 0.070
C -0.463956 5.297146 2.968614 -0.03 0.02 0.02 -0.055
C -1.042001 4.498942 1.983082 0.12 -0.02 0.00 -0.198
C -2.676818 3.762228 3.599469 0.03 0.02 -0.01 -0.080
C 3.794792 1.885575 4.505437 -0.07 -0.02 0.04 -0.034
H -1.600143 0.156988 -3.871693 0.02 0.06 0.00 0.009
H -1.163143 -6.087570 1.237205 -0.01 0.02 0.01 0.074
H -1.127902 3.958786 -0.094134 -0.01 0.05 0.03 0.034
C -4.521328 -0.984679 -0.311341 0.06 0.03 0.04 -0.072
C -1.095462 -0.604101 2.829329 0.03 -0.04 0.01 -0.067
H 3.118093 2.749242 -3.179935 0.00 -0.01 -0.01 0.111
H -6.142611 3.766987 -3.153376 0.01 -0.02 0.01 0.096
C -2.540139 -3.171013 -3.905387 -0.06 0.02 -0.04 0.018
H -3.178206 -3.405843 -4.743287 0.04 0.02 0.03 0.107
C -1.567266 -3.984463 1.487260 -0.09 0.02 -0.07 -0.281
H 3.149829 2.743808 4.349794 0.02 -0.05 0.02 0.103
H 3.347934 1.747264 6.598144 0.00 0.00 -0.01 0.096
H -2.121351 -3.289426 3.500776 0.02 0.03 -0.03 0.102
S 2.248955 0.032252 1.305774 -0.05 -0.04 0.02 0.723
F 3.709844 1.494998 -5.377102 0.05 0.03 -0.03 0.028
H -0.511047 5.945354 5.013565 -0.01 -0.01 -0.01 0.095
C 2.863681 3.941746 1.839220 -0.05 -0.09 0.09 -0.156
C 2.559308 1.835005 -3.342276 -0.05 -0.01 0.08 -0.032
C 2.107062 -0.098119 -4.700948 -0.01 0.01 -0.05 -0.030
H 3.772886 -1.077285 -2.718394 -0.01 0.00 0.03 0.073
C -2.002804 -5.413049 1.412012 0.04 0.05 0.00 -0.026
N -1.359798 -3.330733 -2.054763 0.05 -0.13 -0.02 0.057
H -3.540178 3.154407 3.841464 0.01 0.00 -0.01 0.100
H -1.147349 -0.808550 3.900414 -0.01 -0.03 -0.01 0.075
H 3.182062 -0.316368 -1.237436 0.01 0.01 0.04 0.016
C -5.821954 1.946701 -2.086003 -0.01 0.00 -0.01 -0.061
B -0.527079 -3.908617 -0.877135 0.01 0.13 -0.07 -0.517
H -0.188799 -0.049289 2.608428 0.05 0.00 0.01 0.003
C 1.166794 -0.513787 -3.761791 -0.09 0.00 0.07 -0.130
H 4.708921 1.256227 1.298873 -0.05 -0.02 0.04 0.099
N 3.101046 2.523269 1.692122 -0.07 0.04 -0.05 -0.146
H -1.941627 0.028983 2.554027 0.02 0.01 0.00 0.064
H 4.566996 -1.411354 -1.170587 0.00 0.01 0.00 0.078
H 4.118243 -4.116228 -1.499653 -0.04 0.02 0.01 0.102
H -0.219391 5.435876 0.235151 -0.01 0.02 -0.04 0.122
C -5.424687 3.048348 -2.775970 0.05 0.03 -0.02 -0.102
C -3.141969 -0.849956 -0.565157 -0.11 0.08 -0.10 -0.140
C 2.080307 4.418855 0.637147 -0.04 -0.04 -0.06 -0.144
C -2.159698 3.738982 2.309474 -0.03 -0.01 0.02 -0.045
H 0.395415 5.913399 2.721680 -0.01 -0.03 0.01 0.104
C -4.882112 1.012063 -1.585210 0.06 0.01 0.02 -0.172
H -2.606552 3.106787 1.551822 0.02 0.01 0.00 0.094
C -2.554393 0.160947 -1.302636 -0.28 0.16 0.05 -0.228
H 2.283506 4.159971 2.745931 0.02 0.04 0.04 0.111
N -0.692452 -2.040964 0.820769 -0.16 0.13 -0.19 0.064
H 5.996852 -1.230529 5.034884 -0.01 0.01 0.00 0.096
C -0.975131 5.321989 4.258293 -0.01 -0.01 -0.02 -0.098
C 2.059708 1.699854 1.270317 -0.02 0.16 -0.23 -0.698
C -2.107728 -0.664222 -4.365826 0.01 -0.09 0.02 -0.028
H -1.547830 -6.097374 -2.807398 -0.01 0.00 0.00 0.075
C -1.696073 -3.093790 2.528646 0.06 0.08 0.12 0.007
N -0.973559 -3.332043 0.472659 0.16 0.07 -0.02 0.017
H 2.322085 -0.682093 -5.588363 -0.01 0.02 0.02 0.112
C 0.865038 2.317786 0.759662 0.11 -0.03 0.05 -0.623
C 5.385667 -0.346979 4.893435 -0.02 0.02 0.04 -0.093
H -6.455520 -0.160800 -0.687562 0.01 0.02 0.00 0.101
C -2.082930 4.546263 4.578336 0.01 0.00 -0.03 -0.105
C 4.392408 1.979897 2.053294 -0.11 -0.03 0.09 -0.171
C 1.600242 1.394224 -2.434970 0.13 0.05 -0.02 -0.246
H -3.161051 -0.405106 -4.485961 0.00 0.02 0.02 0.090
I -1.154070 2.945188 -2.941401 -0.23 -0.07 -0.14 1.128
S -0.568418 1.458964 0.312521 0.22 0.03 0.18 0.690
H 2.683419 4.236950 -0.261137 0.00 0.03 -0.03 0.127
C -4.048329 3.257360 -2.980319 -0.17 -0.04 0.03 -0.202
C 3.603560 -1.225919 -1.648990 -0.05 -0.02 0.02 -0.053
H 3.819120 4.462623 1.911575 0.04 -0.02 -0.01 0.120
H 5.777011 -0.236280 2.786132 -0.02 0.02 0.02 0.112
N 0.833383 3.690870 0.552260 -0.06 0.04 0.15 -0.130
C -2.447778 -5.482929 -2.756362 0.05 0.04 0.01 -0.024
C 4.475756 1.337796 3.425507 -0.04 0.05 -0.05 -0.226
H -6.873775 1.762845 -1.893850 0.02 0.00 0.00 0.103
H -2.479012 4.552932 5.586604 0.00 0.01 -0.01 0.094
H 0.672938 -1.460545 -3.946682 -0.01 -0.01 0.03 0.092
C 1.965603 -4.470284 -1.190845 0.04 0.02 -0.09 -0.281
V -0.487723 -0.513388 -1.197055 0.14 -0.54 0.71 0.715
C -1.970454 -1.932767 -3.592356 0.02 0.00 0.00 -0.321
C -3.122350 2.361506 -2.515441 0.15 0.05 -0.05 -0.598
H -2.720432 -5.565327 0.604180 0.01 -0.02 0.01 0.069
N -1.252186 -2.039326 -2.473161 -0.17 -0.57 -0.24 0.008
C 2.701452 -2.392770 -1.416751 0.03 -0.02 0.03 -0.330
```
Forces are in eV/Å.

LUMO (spin up / spin down) (eV): 2.377 / 2.372
Charge: -1
Orbital gap (spin up / spin down) (eV): 5.72 / 6.96
Energy above the lowest of the compared OMol25 structures with the same formula, charge and spin (eV): 1.090
HOMO (spin up / spin down) (eV): -3.341 / -4.586
Multiplicity: 4
E_tot (eV): -122402.716